Computed, not measured: an isolated molecule of C12H15BrN2O, with ωB97M-V/def2-TZVPD.

Summary:
E_HOMO ... -9.05 eV
Energy relative to the best compared isomer or geometry (same formula, charge and spin) ... 49.41 kcal/mol

Geometry as XYZ:
```
31
Properties=species:S:1:pos:R:3:forces:R:3:lowdin_charge:R:1
N 1.442 3.981 -2.097 2.357 -4.731 6.610 0.189
O 3.029 0.485 -0.696 -2.667 1.626 1.763 0.068
Br 2.416 -1.719 1.520 1.257 -0.016 0.508 0.865
N 1.810 3.295 -1.132 -1.959 4.649 -6.138 -0.092
C 2.138 1.159 -0.125 0.978 -4.477 -2.341 -0.324
C 2.223 2.589 -0.152 -0.035 1.642 -0.074 -0.097
C -1.828 -1.553 -0.271 0.404 1.634 -1.818 -0.131
C -0.599 0.354 -1.519 -0.792 -0.298 2.180 -0.087
C -1.564 0.708 0.913 -0.127 -2.087 -0.955 -0.070
C 0.587 -1.687 -0.506 0.572 0.348 -4.241 -0.212
C -0.259 -1.429 1.634 -1.950 1.549 -0.923 -0.195
C 0.864 0.588 0.586 1.847 -0.964 -2.360 -0.182
C -0.671 -1.135 -1.272 0.650 -1.622 2.287 -0.244
C -1.649 -0.884 1.067 1.224 0.632 0.459 -0.226
C -0.415 1.058 -0.108 -1.415 0.551 -0.707 -0.214
C 0.848 -0.971 0.726 -1.247 0.507 1.530 -0.814
H 2.754 2.968 0.693 0.168 1.054 0.186 0.136
H -2.029 -2.593 -0.145 0.579 -1.027 -0.105 0.111
H -2.657 -1.215 -0.837 -1.679 0.645 0.044 0.098
H 0.228 0.562 -2.163 0.673 0.326 -0.428 0.109
H -1.514 0.684 -2.014 -0.011 0.233 0.105 0.122
H -2.532 1.065 0.569 -0.090 0.086 -0.238 0.110
H -1.432 1.101 1.910 0.472 0.481 0.190 0.108
H 0.353 -2.770 -0.418 0.893 0.661 0.349 0.138
H 1.498 -1.463 -1.086 -0.316 -0.872 -0.541 0.112
H -0.019 -1.061 2.574 -0.181 0.660 2.166 0.079
H -0.257 -2.495 1.665 -0.083 -0.804 0.089 0.101
H 0.902 1.097 1.495 -0.053 0.415 2.060 0.129
H -0.738 -1.673 -2.204 -0.207 -0.295 -0.315 0.133
H -2.466 -1.204 1.734 0.286 0.402 -0.055 0.139
H -0.464 2.160 -0.343 0.451 -0.909 0.713 0.143
```
Forces are in eV/Å.



Computed, not measured: C12H15Cl5NO2PTa as an isolated structure, with ωB97M-V/def2-TZVPD.

Summary:
Net charge ... +3
E_HOMO ... -17.87 eV

Geometry as XYZ:
```
37
Properties=species:S:1:pos:R:3:forces:R:3:lowdin_charge:R:1
Ta -0.759 0.216 0.741 0.301 1.186 -1.055 1.877
Cl 0.799 1.290 -2.238 0.022 0.046 -0.014 0.790
C 0.507 2.506 -1.053 0.037 0.086 0.030 -0.684
C -0.013 2.084 0.164 0.087 -1.018 0.033 -0.390
C -0.338 3.025 1.134 0.042 -0.179 -0.021 -0.651
Cl -1.144 2.329 2.545 -0.109 -0.102 -0.067 0.757
C -0.134 4.377 0.964 -0.074 -0.068 0.107 -0.691
Cl -0.565 5.486 2.174 0.002 -0.010 -0.013 0.820
C 0.442 4.785 -0.262 0.028 0.050 -0.028 -0.650
Cl 0.746 6.422 -0.515 -0.015 -0.031 0.010 0.861
C 0.750 3.853 -1.283 -0.001 -0.053 -0.001 -0.684
Cl 1.396 4.370 -2.764 -0.007 -0.006 0.022 0.820
N -3.717 0.401 -2.082 -0.006 -0.099 0.036 0.314
C -2.752 -0.077 -1.372 -0.025 -0.002 0.027 -0.386
O -2.425 0.518 -0.253 -0.523 -0.106 0.112 -0.169
C -1.927 -1.275 -1.724 -0.008 -0.034 -0.071 -0.133
C -0.788 -1.437 -0.703 -0.008 0.630 0.423 -0.257
H -4.252 1.206 -1.773 0.002 0.000 0.011 0.177
H -3.988 -0.035 -2.957 -0.003 0.001 0.002 0.179
H -1.562 -1.172 -2.749 0.005 0.029 0.011 0.146
H -2.591 -2.145 -1.730 0.012 -0.006 -0.025 0.154
H 0.190 -1.498 -1.190 0.023 -0.029 0.009 0.070
H -0.912 -2.364 -0.132 0.052 0.013 0.052 0.080
C 0.667 -1.447 4.504 0.045 -0.023 0.015 -0.127
P 1.486 -1.368 2.932 -0.023 0.022 -0.057 0.760
C 2.971 -0.404 3.004 0.011 -0.016 0.001 -0.125
C 1.779 -2.982 2.255 0.010 0.016 0.010 -0.128
O 0.477 -0.594 1.908 0.139 -0.329 0.455 -0.530
H 1.323 -1.988 5.193 0.001 0.006 0.008 0.099
H -0.273 -1.996 4.431 0.000 0.002 -0.018 0.085
H 0.499 -0.447 4.905 -0.007 0.008 -0.014 0.083
H 3.679 -0.926 3.654 0.011 0.017 0.004 0.098
H 2.772 0.582 3.425 -0.016 0.000 0.004 0.085
H 3.414 -0.309 2.012 0.002 -0.014 -0.003 0.086
H 2.520 -3.484 2.884 -0.004 -0.001 0.007 0.097
H 2.185 -2.904 1.245 0.006 0.001 0.004 0.084
H 0.866 -3.578 2.257 -0.010 0.013 -0.006 0.084
```
Forces are in eV/Å.



Computed, not measured: C12H15ClN5O8S2Ti as an isolated structure, with ωB97M-V/def2-TZVPD.

Summary:
Net charge ... -2
2S+1 ... 2
E_HOMO (spin up / spin down) ... -2.65 / -3.04 eV
Energy relative to the best compared isomer or geometry (same formula, charge and spin) ... 5.62 kcal/mol

Geometry as XYZ:
```
44
Properties=species:S:1:pos:R:3:forces:R:3:lowdin_charge:R:1
Ti -1.798 0.572 -0.103 -0.708 0.964 1.310 0.920
N -0.383 2.273 -0.160 0.184 0.405 -0.043 -0.111
C -0.062 2.864 1.146 -1.117 0.895 -0.104 -0.153
C -1.039 2.447 2.236 0.000 0.199 0.071 -0.575
O -1.005 3.053 3.311 -0.097 -0.048 0.077 -0.013
N -1.848 1.480 1.833 -0.535 -0.786 -0.287 -0.063
C -2.979 1.044 2.663 0.009 -0.356 -0.273 -0.103
C -4.123 0.643 1.685 0.533 0.071 0.081 -0.593
O -5.294 0.603 2.003 0.122 0.027 0.209 0.036
O -3.684 0.358 0.479 0.328 0.113 -0.199 -0.174
H -0.712 2.997 -0.806 0.235 -0.455 0.216 0.082
H 0.464 1.844 -0.523 -0.060 -0.059 -0.310 0.041
H 0.918 2.607 1.456 1.002 -0.320 0.187 0.099
H -0.129 3.956 1.072 0.145 -0.129 0.161 0.120
H -2.716 0.170 3.290 -0.065 0.140 -0.426 0.128
H -3.333 1.789 3.375 0.069 0.301 -0.201 0.112
S -1.393 1.000 -2.564 -0.037 -0.162 -0.160 0.663
C -1.912 -0.521 -3.165 -0.391 0.019 -0.344 -0.943
S -2.124 -1.816 -2.064 0.192 0.159 0.065 0.927
C -2.262 -0.703 -4.508 0.224 -0.576 1.086 -0.406
C -2.091 0.337 -5.410 -0.358 -1.027 0.963 -0.324
N -2.010 1.220 -6.115 0.384 2.149 -1.959 0.129
C -2.985 -1.826 -4.955 0.254 0.436 -0.030 -0.280
N -3.642 -2.656 -5.399 -0.390 -0.860 -0.228 0.124
O 0.049 -1.864 3.978 0.376 0.418 0.450 -0.544
Cl -0.521 -2.313 2.697 0.274 0.039 -0.398 0.698
O -1.653 -3.174 3.004 -0.940 -0.426 0.185 -0.522
O 0.493 -3.169 2.045 0.490 0.022 -0.297 -0.545
O -1.570 -1.175 -0.724 0.082 -1.056 0.103 -0.789
C 2.855 -0.977 -1.759 1.207 -0.525 0.159 -0.016
N 3.371 -0.632 -0.433 0.205 -0.514 -0.395 -0.153
C 4.616 -1.294 -0.197 0.838 -0.390 0.127 -0.086
C 2.531 -0.153 0.488 -1.601 -0.797 0.114 -0.505
C 2.772 -0.367 1.925 0.448 0.274 1.217 0.020
O 1.460 0.295 0.117 -0.791 0.986 -0.186 0.011
H 3.554 -0.524 -2.458 -0.237 0.005 -0.517 0.084
H 1.853 -0.668 -1.926 -0.679 0.493 0.070 0.073
H 2.903 -2.077 -1.886 -0.013 0.434 0.087 0.104
H 5.160 -1.051 -1.108 0.615 -0.551 0.026 0.077
H 4.502 -2.388 -0.075 -0.024 0.313 -0.280 0.103
H 5.250 -0.971 0.641 -0.686 0.396 -0.088 0.091
H 3.390 -1.243 2.073 0.004 -0.216 0.243 0.075
H 1.819 -0.482 2.483 0.545 0.021 -0.539 0.088
H 3.312 0.491 2.343 -0.036 -0.025 0.059 0.091
```
Forces are in eV/Å.



Computed, not measured: C12H15N2NiO7S3 as an isolated structure, with ωB97M-V/def2-TZVPD.

Summary:
Net charge ... -1
2S+1 ... 3
E_HOMO (spin up / spin down) ... -4.28 / -5.12 eV

Geometry as XYZ:
```
40
Properties=species:S:1:pos:R:3:forces:R:3:lowdin_charge:R:1
Ni -0.350 0.487 0.001 0.202 0.247 0.013 0.504
O -1.655 1.117 1.708 -0.340 0.164 -0.085 -0.346
S -1.107 0.065 2.565 -0.013 -0.238 -0.126 0.498
O -1.081 0.360 3.973 0.089 0.003 -0.092 -0.309
O 0.179 -0.339 1.965 0.011 -0.167 0.058 -0.345
C -2.139 -1.422 2.402 0.113 0.282 0.404 -0.199
C -2.604 -1.910 3.616 -0.036 -0.082 0.217 -0.068
C -3.317 -3.097 3.715 0.071 0.090 -0.081 -0.081
C -3.571 -3.824 2.568 0.055 0.085 -0.030 -0.082
C -3.128 -3.332 1.348 -0.151 -0.201 -0.067 -0.069
C -2.423 -2.142 1.239 -0.045 -0.205 -0.450 -0.202
S -2.090 -1.639 -0.475 -0.153 0.174 0.348 0.479
O -2.696 -2.654 -1.301 0.099 0.043 -0.062 -0.321
O -2.651 -0.300 -0.559 -0.310 -0.066 -0.081 -0.353
O -0.624 -1.533 -0.643 0.165 0.065 0.102 -0.355
H -2.379 -1.343 4.508 0.016 0.023 -0.026 0.100
H -3.656 -3.441 4.684 -0.009 -0.007 -0.005 0.099
H -4.114 -4.759 2.606 -0.012 -0.003 0.005 0.099
H -3.352 -3.870 0.438 0.039 0.010 -0.006 0.100
C 2.387 -0.649 -0.073 0.090 -0.035 -0.004 -0.094
C 1.586 0.583 -0.450 0.186 0.037 -0.143 -0.394
O 2.204 1.511 -0.972 0.052 -0.054 0.168 -0.091
H 3.428 -0.541 -0.388 -0.004 -0.010 -0.003 0.065
H 1.927 -1.529 -0.528 -0.010 0.000 0.001 0.061
H 2.324 -0.799 1.005 -0.008 0.005 0.015 0.058
C -2.398 0.571 -3.614 -0.066 -0.039 -0.013 -0.051
N -1.020 0.987 -3.580 0.184 0.175 0.003 -0.150
C -0.076 0.617 -4.618 -0.004 -0.040 -0.047 -0.122
C 1.241 1.166 -4.063 0.099 -0.010 -0.056 -0.143
N 0.782 2.189 -3.130 -0.312 0.093 0.180 0.015
C -0.492 1.898 -2.747 0.338 -0.278 -0.150 -0.797
S -1.214 2.527 -1.368 -0.152 0.036 0.193 0.709
H -2.444 -0.502 -3.808 -0.014 -0.002 0.035 0.094
H -2.946 1.104 -4.398 0.002 -0.007 0.004 0.090
H -2.841 0.765 -2.643 -0.053 -0.001 0.012 0.044
H -0.347 1.078 -5.576 -0.013 0.024 0.032 0.119
H -0.060 -0.467 -4.750 -0.011 0.027 -0.014 0.123
H 1.873 1.589 -4.844 0.011 -0.007 0.027 0.109
H 1.805 0.391 -3.534 -0.039 0.036 0.011 0.117
H 1.378 2.411 -2.319 -0.067 -0.168 -0.287 0.087
```
Forces are in eV/Å.



Computed, not measured: an isolated ion of composition C12H15N2O and charge +1, with ωB97M-V/def2-TZVPD.

Summary:
Net charge ... +1
E_HOMO ... -12.99 eV
Energy relative to the best compared isomer or geometry (same formula, charge and spin) ... 47.52 kcal/mol

Geometry as XYZ:
```
30
Properties=species:S:1:pos:R:3:forces:R:3:lowdin_charge:R:1
C 3.710 0.662 0.267 -1.329 0.548 -1.623 0.004
C 2.912 1.824 0.023 3.353 -2.151 0.886 -0.033
C 3.109 -0.610 0.163 -0.930 3.314 0.814 0.029
C 1.555 1.704 -0.102 -0.059 4.318 0.161 -0.059
C 1.754 -0.656 0.002 -1.653 0.676 -1.343 -0.061
C 0.970 0.520 -0.179 -0.490 -4.025 0.800 -0.157
C 0.918 -1.906 -0.169 1.853 1.279 0.501 -0.477
C -1.496 -2.205 -0.196 1.180 1.213 1.129 -0.097
C -2.258 -1.002 0.307 -5.187 -1.647 -1.257 -0.181
C -0.443 0.138 -0.447 1.144 -2.227 -2.754 -0.183
C -1.043 0.777 -1.763 -0.153 1.634 2.731 0.037
C -1.998 1.199 1.283 0.240 1.446 -1.579 0.043
N -0.270 -1.658 -0.761 -1.807 5.223 -0.079 0.117
N -1.358 0.006 0.743 2.651 -1.130 2.274 -0.098
O 1.287 -2.962 0.221 0.336 -2.159 0.632 0.154
H 4.783 0.812 0.311 -0.100 -0.321 0.294 0.115
H 3.567 2.693 -0.034 -1.126 0.472 0.135 0.121
H 3.595 -1.466 0.373 1.873 -2.859 0.319 0.093
H 1.021 2.662 -0.049 -0.228 -0.471 -0.567 0.133
H -1.193 -2.683 0.743 -0.378 -1.254 -0.620 0.140
H -2.097 -2.703 -0.930 -0.086 -0.913 0.059 0.137
H -2.987 -0.583 -0.442 1.342 0.050 0.087 0.146
H -3.100 -1.358 0.960 1.418 0.556 0.730 0.168
H -1.242 1.923 -1.576 0.763 -2.087 -0.580 0.135
H -2.011 0.343 -1.875 -0.564 -0.267 -0.743 0.053
H -0.381 0.567 -2.608 -0.160 0.174 0.373 0.111
H -2.602 0.911 2.085 -0.761 -0.436 1.439 0.095
H -1.253 1.962 1.591 -0.521 -0.504 -0.413 0.134
H -2.678 1.506 0.481 0.249 0.647 0.278 0.119
H -0.773 -0.418 1.579 -0.867 0.901 -2.084 0.261
```
Forces are in eV/Å.



Computed, not measured: an isolated ion of composition C12H15N2O and charge +1, with ωB97M-V/def2-TZVPD.

Summary:
Net charge ... +1
E_HOMO (spin up / spin down) ... -12.72 / -12.72 eV
Energy relative to the best compared isomer or geometry (same formula, charge and spin) ... 90.05 kcal/mol

Geometry as XYZ:
```
30
Properties=species:S:1:pos:R:3:forces:R:3:lowdin_charge:R:1
C -1.766 3.302 0.041 1.132 -0.434 0.940 -0.022
C -2.561 2.136 -0.006 3.441 0.424 -0.218 -0.016
C -0.317 3.296 0.184 -0.338 0.979 0.582 0.045
C -1.814 0.941 0.025 -0.345 0.635 0.391 -0.017
C 0.377 2.088 0.356 -3.789 0.326 -0.997 -0.071
C -0.433 0.907 0.216 -1.120 2.705 -0.004 -0.159
C 1.793 1.817 0.510 0.616 0.590 -0.127 -0.569
C 0.286 -2.644 0.931 0.466 0.459 -3.111 -0.065
C 0.490 -1.171 1.370 0.510 -2.134 2.208 -0.113
C -0.611 -2.392 -0.408 -1.974 -2.130 1.517 -0.083
C 0.227 -0.340 0.232 5.048 1.570 -2.455 -0.130
C 1.144 -1.598 -1.790 1.884 3.344 -0.590 0.025
N 2.164 0.704 -0.146 -2.681 -3.986 -0.219 0.215
N -0.020 -1.176 -1.005 -0.016 -3.147 2.593 -0.076
O 2.628 2.461 1.076 0.411 1.471 1.047 0.137
H -2.210 4.271 0.189 -0.305 0.210 -0.578 0.104
H -3.612 2.114 -0.129 -0.786 0.222 0.093 0.104
H 0.228 4.322 0.223 -0.987 -2.085 -0.025 0.163
H -2.369 0.022 0.033 -0.147 -0.503 -0.175 0.107
H 1.237 -3.183 0.575 -1.392 0.746 1.090 0.137
H -0.243 -3.141 1.717 -0.187 -0.803 -0.021 0.108
H -0.204 -0.976 2.201 -0.051 0.234 -0.386 0.153
H 1.478 -1.053 1.846 -0.286 0.219 -0.403 0.145
H -0.736 -3.192 -1.181 0.873 0.508 0.720 0.148
H -1.685 -2.257 -0.111 0.966 0.537 -0.020 0.140
H 1.829 -2.015 -1.077 0.651 0.202 0.003 0.095
H 1.153 -2.225 -2.686 -1.486 -0.110 0.364 0.127
H 1.371 -0.536 -2.087 1.524 -1.413 -0.210 0.123
H 2.801 0.193 0.462 0.440 -0.039 -0.299 0.102
H -0.624 -0.674 -1.558 -2.071 1.405 -1.712 0.144
```
Forces are in eV/Å.



Computed, not measured: an isolated ion of composition C12H15N2O3 and charge +1, with ωB97M-V/def2-TZVPD.

Summary:
Net charge ... +1
E_HOMO ... -12.83 eV
Energy relative to the best compared isomer or geometry (same formula, charge and spin) ... 0.00 kcal/mol

Geometry as XYZ:
```
32
Properties=species:S:1:pos:R:3:forces:R:3:lowdin_charge:R:1
C -0.367 -1.697 3.354 0.154 -0.045 0.092 0.202
C -0.259 -1.184 2.269 -0.641 -0.770 -1.017 -0.037
C -0.143 -1.030 0.816 1.730 0.281 1.609 -0.160
C 1.179 -0.954 0.302 -0.776 0.241 -0.895 0.100
C 1.356 -0.801 -1.081 -0.052 -0.062 0.391 -0.039
C 2.790 -0.675 -1.648 -0.353 0.157 0.177 -0.419
O 3.011 -0.880 -2.797 -0.002 -0.095 0.179 0.207
O 3.730 -0.278 -0.723 -0.934 0.067 -0.628 -0.014
C 3.715 1.163 -0.636 0.449 1.861 0.739 -0.238
N 4.004 1.624 0.732 -0.625 -0.710 -0.345 0.038
C 0.211 -0.768 -1.933 0.435 0.024 0.943 0.076
C -1.032 -0.848 -1.332 0.086 0.026 -0.791 0.005
N -1.210 -0.956 0.012 0.120 -0.559 -0.321 -0.007
C -2.593 -0.988 0.519 -1.525 0.908 0.420 -0.033
C -3.294 0.426 0.317 0.500 0.453 0.372 -0.373
C -2.276 1.606 0.377 0.403 -0.486 -0.610 -0.025
O -4.085 0.433 -0.855 0.315 0.029 0.018 -0.024
H -0.425 -2.207 4.311 0.017 0.542 -0.499 0.076
H 2.037 -0.987 0.984 -0.532 -0.007 -0.341 0.148
H 4.487 1.616 -1.291 -0.396 -0.815 0.012 0.139
H 2.734 1.608 -0.920 0.394 -0.596 -0.170 0.133
H 3.202 2.133 1.094 0.225 -0.141 0.060 0.070
H 4.152 0.820 1.340 0.218 0.222 -0.075 0.077
H 0.291 -0.654 -3.020 0.067 -0.125 0.568 0.148
H -1.941 -0.822 -1.945 0.324 -0.096 0.467 0.154
H -2.666 -1.203 1.597 0.775 -0.071 -0.511 0.129
H -3.181 -1.771 0.001 0.498 0.503 0.067 0.154
H -3.984 0.598 1.169 0.220 -0.519 -0.544 0.154
H -1.684 1.656 -0.568 -0.394 -0.036 0.472 0.083
H -2.771 2.585 0.480 0.106 -0.559 0.152 0.099
H -1.523 1.448 1.178 -0.634 0.269 -0.210 0.087
H -3.569 0.753 -1.608 -0.172 0.108 0.219 0.092
```
Forces are in eV/Å.



Respective E values: -87754.515, -91699.084, -93825.739, -103551.929, -17706.301, -17704.457, -21800.512 eV.